Entry 1:
A molecular structure, C38H30FeNO2S2Si in a non-equilibrium geometry, computed with ωB97M-V/def2-TZVPD.

Relative energy (zero: lowest compared OMol25 entry of this formula, charge and spin) in eV: 0.744
LUMO (alpha / beta) in eV: -0.6 / -1.4
E_HOMO (alpha / beta) in eV: -7.404 / -7.245
Multiplicity: 6
<S²>: 8.786
Molar mass in g mol⁻¹: 680.728

```
75
C38H30FeNO2S2Si ωB97M-V/def2-TZVPD
Fe 0.2388 0.0220 -0.1028
C -0.1660 2.1757 -2.3312
C -0.1951 2.9408 -1.0457
C -0.2186 4.3062 -0.9630
C -0.1640 4.9339 0.2929
C -0.1436 4.1450 1.4518
C -0.1100 4.6834 2.7497
C -0.1582 3.8585 3.8816
C -0.2089 2.5021 3.7468
C -0.1957 1.9126 2.4494
S -0.1929 0.1947 2.3403
C -0.1677 2.7263 1.2956
N -0.1459 2.1543 0.0732
H -0.1464 2.8404 -3.1889
H -1.0402 1.5249 -2.3993
H 0.7303 1.5438 -2.3499
H -0.2730 4.9006 -1.8627
H -0.1498 6.0088 0.3656
H -0.0616 5.7548 2.8694
H -0.1721 4.3059 4.8625
H -0.2442 1.8562 4.6079
O 1.9881 0.0771 -0.0085
Si 3.5872 0.0152 0.0005
C 4.0563 -0.9268 -1.5842
C 3.0613 -1.4149 -2.4234
C 3.3724 -2.0985 -3.5846
C 4.6974 -2.3096 -3.9289
C 5.7000 -1.8315 -3.1024
C 5.3801 -1.1484 -1.9434
C 4.2333 1.7965 -0.0175
C 3.3123 2.8365 0.0325
C 3.7152 4.1567 0.0439
C 5.0641 4.4601 0.0008
C 5.9963 3.4375 -0.0524
C 5.5835 2.1182 -0.0600
C 4.1147 -0.9268 1.5594
C 5.4467 -1.1352 1.8951
C 5.7871 -1.7923 3.0633
C 4.8001 -2.2487 3.9202
C 3.4689 -2.0540 3.5958
C 3.1359 -1.4046 2.4227
H 2.0194 -1.2528 -2.1520
H 2.5804 -2.4669 -4.2200
H 4.9504 -2.8430 -4.8348
H 6.7364 -1.9909 -3.3610
H 6.1783 -0.7855 -1.3133
H 2.2637 2.5944 0.0669
H 2.9693 4.9366 0.0851
H 5.3894 5.4889 0.0065
H 7.0504 3.6683 -0.0900
H 6.3258 1.3351 -0.0970
H 6.2295 -0.7773 1.2423
H 6.8271 -1.9483 3.3089
H 5.0690 -2.7553 4.8358
H 2.6870 -2.4030 4.2529
H 2.0946 -1.2527 2.1708
C -10.3697 -0.1761 1.4192
C -9.0030 0.1902 0.9274
O -8.1434 0.7326 1.5595
S -8.7416 -0.3313 -0.7677
C -6.9642 -0.2057 -0.8459
C -6.2540 -1.3731 -1.0967
C -4.8782 -1.3660 -1.0130
C -4.2068 -0.1870 -0.6689
C -4.9326 0.9947 -0.4784
C -6.3099 0.9879 -0.5755
C -2.8080 -0.1739 -0.4887
C -1.5962 -0.1429 -0.3337
H -10.7486 0.6110 2.0692
H -10.2774 -1.0862 2.0161
H -11.0500 -0.3616 0.5931
H -6.7934 -2.2775 -1.3377
H -4.3096 -2.2692 -1.1842
H -4.4027 1.9077 -0.2440
H -6.8761 1.8936 -0.4227
```

Entry 2:
A molecular structure, C25H46N2OS in a non-equilibrium geometry, computed with ωB97M-V/def2-TZVPD.

LUMO in eV: -0.9
E_HOMO in eV: -8.804
Multiplicity: 1
Molar mass in g mol⁻¹: 422.723

```
75
C25H46N2OS ωB97M-V/def2-TZVPD
C 10.1800 2.9458 0.0695
C 8.6431 3.3659 -0.0144
O 8.5601 4.6753 -0.5776
C 7.2481 4.9603 -1.0805
C 6.1288 4.7954 0.0355
C 4.8940 5.7718 -0.1834
C 4.2263 6.0470 1.2243
C 2.6261 6.0310 1.1808
C 2.2314 4.5613 0.7276
C 1.5763 4.3502 -0.6153
C 1.2630 2.9857 -1.0225
C 1.6277 1.8724 -0.1001
N 1.4811 0.5007 -0.2424
S 2.0765 -0.2581 1.1138
N 2.5917 1.0350 2.0744
C 2.2695 2.0949 1.2591
C 2.5779 3.5023 1.6618
H 10.3963 2.3999 1.0342
H 10.4895 2.2775 -0.7798
H 10.8551 3.8491 0.0768
H 8.1115 2.5718 -0.6090
H 8.2601 3.3356 1.0510
H 7.0012 4.2523 -1.9222
H 7.2347 6.0263 -1.4263
H 6.5603 5.0425 1.0425
H 5.8062 3.7108 0.0652
H 5.1918 6.7693 -0.6155
H 4.2193 5.2801 -0.9329
H 4.6131 5.2610 1.9408
H 4.5574 7.0329 1.6710
H 2.2627 6.7654 0.4010
H 2.1699 6.3102 2.1652
H 1.3445 5.2052 -1.2903
H 0.7830 2.7778 -2.0049
H 3.0751 3.7679 2.6223
C -1.7454 1.2724 1.0439
C -2.0545 -0.2179 0.9843
C -2.4426 -0.7044 -0.4119
C -3.7144 -0.0794 -0.9917
C -4.9755 -0.2626 -0.1482
C -5.3760 -1.7219 0.0299
H -2.6207 1.8766 0.7944
H -1.4290 1.5506 2.0522
H -0.9410 1.5309 0.3539
H -2.8411 -0.4598 1.7055
H -1.1653 -0.7700 1.3052
H -2.5494 -1.7931 -0.3885
H -1.6140 -0.4994 -1.0995
H -3.8858 -0.5090 -1.9852
H -3.5526 0.9915 -1.1537
H -5.7989 0.2654 -0.6398
H -4.8519 0.2063 0.8324
H -5.5385 -2.2030 -0.9381
H -6.3056 -1.7906 0.6000
H -4.6144 -2.2860 0.5727
C -4.0960 -8.9672 -0.4234
C -5.3522 -8.3342 -1.0083
C -5.0980 -6.9847 -1.6808
C -4.5715 -5.8831 -0.7569
C -5.4568 -5.5610 0.4463
C -6.8344 -5.0367 0.0599
H -3.6713 -8.3558 0.3756
H -4.3289 -9.9469 -0.0003
H -3.3334 -9.1049 -1.1941
H -6.1121 -8.2342 -0.2278
H -5.7697 -9.0167 -1.7555
H -6.0235 -6.6491 -2.1576
H -4.3763 -7.1259 -2.4936
H -4.4348 -4.9727 -1.3515
H -3.5743 -6.1563 -0.3963
H -4.9532 -4.7994 1.0503
H -5.5655 -6.4401 1.0884
H -6.7511 -4.1376 -0.5542
H -7.4040 -4.7807 0.9565
H -7.4095 -5.7817 -0.4942
```

Entry 3:
2 unconnected molecules or ions with the total composition C10H18F3INOS in a non-equilibrium geometry, computed with ωB97M-V/def2-TZVPD.

Net charge: +1
LUMO in eV: -3.4
E_HOMO in eV: -10.730
Multiplicity: 1
Molar mass in g mol⁻¹: 384.225

```
35
C10H18F3INOS ωB97M-V/def2-TZVPD
F 0.2334 0.7547 1.8824
C 0.9393 0.4284 0.7965
F 1.1752 -0.8633 0.7484
C 1.3258 1.3132 -0.1041
F 2.3400 0.9830 -0.9051
C 0.6948 2.6390 -0.3804
C -0.4362 2.5446 -1.4306
C -1.8480 2.6365 -0.8695
C -2.8642 2.2426 -1.9844
C -2.9304 0.7162 -1.8506
C -3.1128 0.5880 -0.3505
I -2.9298 -1.3155 0.5197
N -2.1228 1.5929 0.2054
H 0.3612 3.1046 0.5497
H 1.4752 3.2959 -0.7622
H -0.3255 1.6441 -2.0360
H -0.3402 3.3847 -2.1180
H -2.1153 3.6362 -0.5357
H -2.4518 2.5825 -2.9295
H -3.8430 2.6635 -1.7604
H -3.7848 0.3017 -2.3812
H -2.0321 0.2137 -2.2081
H -4.1149 0.9555 -0.1463
H -1.2972 1.1288 0.5897
H -2.5914 2.0326 0.9990
C 3.6807 -3.5432 2.7869
S 2.1210 -4.0823 2.0751
O 1.9815 -5.5275 2.3690
C 2.6471 -3.9484 0.3594
H 3.5852 -3.6033 3.8689
H 4.4778 -4.2038 2.4472
H 3.8798 -2.5130 2.4904
H 3.5187 -4.5828 0.2011
H 2.8802 -2.9090 0.1280
H 1.8233 -4.2906 -0.2639
```

Entry 4:
A molecular structure, C4H5NO in a non-equilibrium geometry, computed with ωB97M-V/def2-TZVPD.

Relative energy (zero: lowest compared OMol25 entry of this formula, charge and spin) in eV: 2.677
LUMO in eV: -0.3
E_HOMO in eV: -9.452
Multiplicity: 1
Molar mass in g mol⁻¹: 83.090

```
11
C4H5NO ωB97M-V/def2-TZVPD
N 2.3751 0.1700 -0.1434
C 1.1345 -0.1068 0.0081
C 0.1846 1.0094 -0.1140
C -1.0930 0.6362 -0.1463
C -1.2963 -0.7597 0.2313
O 0.4736 -1.2678 0.1809
H 2.9777 -0.6468 -0.2203
H 0.5698 2.0015 -0.2609
H -1.8885 1.2573 -0.5527
H -2.2213 -1.1962 -0.2249
H -1.2162 -1.0970 1.2422
```

Entry 5:
C3H2O4 in the gas phase in a non-equilibrium geometry, computed with ωB97M-V/def2-TZVPD.

SMILES: O=CC(=O)C(=O)O
Relative energy (zero: lowest compared OMol25 entry of this formula, charge and spin) in eV: 2.385
LUMO in eV: -0.9
E_HOMO in eV: -10.111
Multiplicity: 1
Molar mass in g mol⁻¹: 102.045

```
9
C3H2O4 ωB97M-V/def2-TZVPD
O 1.7943 -0.9790 0.5685
C 1.7332 0.0177 -0.1306
C 0.2358 0.6364 -0.0939
O -0.0680 1.8325 -0.1281
C -1.1092 -0.1551 0.1992
O -1.6699 0.0868 1.2488
O -1.4471 -0.8297 -0.8882
H 2.6547 0.5967 -0.2581
H -2.1237 -1.2062 -0.5176
```

Entry 6:
2 unconnected molecules or ions with the total composition C2H5INO in a non-equilibrium geometry, computed with ωB97M-V/def2-TZVPD.

Net charge: -1
Relative energy (zero: lowest compared OMol25 entry of this formula, charge and spin) in eV: 3.776
LUMO in eV: 3.7
E_HOMO in eV: -3.719
Multiplicity: 1
Molar mass in g mol⁻¹: 185.972

```
10
C2H5INO ωB97M-V/def2-TZVPD
C -0.0066 -0.7272 -0.2996
C 0.1376 0.4763 0.6237
N -0.9086 1.2395 0.9319
O -0.8826 2.2488 1.7355
I 2.2089 -1.7152 -2.9335
H 0.6129 -1.6063 0.2033
H -0.9961 -0.9659 -0.5167
H 0.5064 -0.6929 -1.3885
H 1.1455 0.8250 0.9487
H -1.8174 0.9180 0.6952
```

Entry 7:
A molecular structure, C39H33CoN2P2S2 in a non-equilibrium geometry, computed with ωB97M-V/def2-TZVPD.

Net charge: +2
Relative energy (zero: lowest compared OMol25 entry of this formula, charge and spin) in eV: 0.470
LUMO (alpha / beta) in eV: -6.0 / -9.5
E_HOMO (alpha / beta) in eV: -12.416 / -12.412
Multiplicity: 5
<S²>: 6.045
Molar mass in g mol⁻¹: 714.722

```
79
C39H33CoN2P2S2 ωB97M-V/def2-TZVPD
Co 0.1831 -1.4851 -0.9766
S -0.1544 -3.4942 -2.0990
C 1.4672 -3.0387 -2.3751
N 1.8872 -1.9112 -1.8105
C 3.1881 -1.6395 -2.0925
C 3.9129 -0.5328 -1.6490
C 5.2201 -0.4077 -2.0586
C 5.8143 -1.3639 -2.8852
C 5.1135 -2.4734 -3.3212
C 3.7943 -2.6074 -2.9248
S 2.6555 -3.8726 -3.3180
H 3.4367 0.1883 -1.0014
H 5.8029 0.4399 -1.7407
H 6.8401 -1.2461 -3.1941
H 5.5826 -3.2103 -3.9516
C -0.6177 1.5086 -0.0491
N -1.2822 1.1470 1.1647
C -1.3715 -0.2221 1.5751
P 0.1454 -1.2896 1.2590
C 1.5550 -0.4894 2.0682
C 1.4757 0.6740 2.8280
C 2.6217 1.1827 3.4140
C 3.8416 0.5481 3.2421
C 3.9190 -0.6182 2.4950
C 2.7832 -1.1337 1.9028
C -0.2315 -2.7031 2.3225
C 0.1264 -2.6821 3.6697
C -0.1858 -3.7635 4.4697
C -0.8410 -4.8627 3.9355
C -1.1869 -4.8860 2.5923
C -0.8814 -3.8095 1.7808
C -1.8556 2.1304 1.9531
C -3.0437 1.8719 2.6561
C -3.6124 2.8562 3.4347
C -3.0048 4.1013 3.5501
C -1.8221 4.3601 2.8666
C -1.2531 3.3942 2.0652
P -0.9097 0.3899 -1.5416
C -2.6901 0.2971 -1.8352
C -3.6568 0.9706 -1.0948
C -4.9919 0.8077 -1.4202
C -5.3660 -0.0233 -2.4647
C -4.4005 -0.6820 -3.2120
C -3.0658 -0.5310 -2.8957
C -0.3019 1.4832 -2.8541
C -1.1672 2.4013 -3.4467
C -0.6929 3.2464 -4.4309
C 0.6326 3.1786 -4.8316
C 1.4913 2.2600 -4.2467
C 1.0280 1.4084 -3.2609
H 0.4790 1.4950 0.0792
H -0.9142 2.5225 -0.3376
H -2.1807 -0.7466 1.0369
H -1.5939 -0.2667 2.6469
H 0.5310 1.1726 2.9837
H 2.5585 2.0759 4.0148
H 4.7294 0.9567 3.6985
H 4.8638 -1.1243 2.3796
H 2.8303 -2.0448 1.3192
H 0.6456 -1.8281 4.0805
H 0.0842 -3.7488 5.5136
H -1.0793 -5.7036 4.5671
H -1.6895 -5.7449 2.1787
H -1.1339 -3.8189 0.7266
H -3.5398 0.9207 2.5440
H -4.5414 2.6564 3.9447
H -3.4493 4.8635 4.1678
H -1.3341 5.3164 2.9711
H -0.3158 3.5907 1.5683
H -3.3773 1.6306 -0.2873
H -5.7436 1.3365 -0.8563
H -6.4102 -0.1525 -2.7015
H -4.6899 -1.3135 -4.0360
H -2.3006 -1.0425 -3.4669
H -2.2018 2.4476 -3.1392
H -1.3608 3.9593 -4.8869
H 0.9947 3.8406 -5.6018
H 2.5205 2.2061 -4.5632
H 1.6858 0.6791 -2.8067
```

Entry 8:
A molecular structure, C22H29N3O3S in a non-equilibrium geometry, computed with ωB97M-V/def2-TZVPD.

Relative energy (zero: lowest compared OMol25 entry of this formula, charge and spin) in eV: 20.644
LUMO in eV: 0.5
E_HOMO in eV: -7.600
Multiplicity: 1
Molar mass in g mol⁻¹: 415.559

```
58
C22H29N3O3S ωB97M-V/def2-TZVPD
C 6.2026 2.0798 0.9358
C 5.2187 2.1825 -0.2047
H 4.7186 3.2538 -0.1784
H 5.5267 2.0424 -1.2389
O 4.1303 0.9824 -0.1211
C 3.0495 0.9821 -0.7954
O 2.9049 1.6788 -1.6269
C 2.1650 -0.0941 -0.6659
C 0.8086 0.0975 -1.3844
C 0.1016 1.1869 -0.7154
N -0.2418 1.1922 0.7216
C 0.9634 1.0783 1.3279
C 1.9301 -0.3845 0.8484
H 2.8691 -0.1401 1.5496
H 1.3458 -1.1329 1.0391
H 0.7821 0.8402 2.6220
H 1.6676 1.7615 1.3411
C -1.2200 1.8345 1.3276
C -2.4380 1.6057 0.6816
C -3.5516 2.4624 0.5067
N -4.7652 2.0465 -0.1314
C -5.0663 0.8428 0.0313
N -4.0954 -0.1057 0.2357
C -2.9668 0.2059 0.7827
H -2.2071 -0.4641 0.6037
S -6.4278 0.2502 -0.6965
C -7.2910 1.6555 -0.9627
H -6.6905 2.5584 -1.7257
H -7.4162 2.3463 0.0895
H -8.2678 1.5974 -1.2554
H -3.3423 3.5953 0.3959
H -1.0156 2.9241 0.8798
H -1.1419 1.8268 2.3581
H -0.9216 1.1713 -1.2426
H 0.5693 2.1166 -0.8624
H 1.0980 0.4638 -2.3084
H 0.2788 -0.8165 -1.3548
C 2.9862 -1.3224 -0.7763
C 2.1704 -2.5831 -1.2862
O 1.4663 -2.9959 -0.0339
C 0.3024 -3.2709 0.1600
C -0.8372 -3.1432 -0.8039
C -2.1522 -3.3255 -0.7379
C -2.5621 -3.4865 0.5613
C -1.7020 -3.2959 1.5027
C -0.0881 -3.3452 1.3008
H 0.5622 -3.3996 2.1565
H -1.8067 -3.5637 2.6359
H -3.5446 -3.2868 0.6310
H -2.8889 -3.2187 -1.5368
H -0.3533 -3.1445 -2.1228
H 1.4881 -2.4112 -2.1504
H 3.0810 -3.3339 -1.7458
H 3.8328 -1.6391 -0.2092
H 3.5899 -1.1550 -1.8724
H 6.6779 1.2049 0.9969
H 5.7010 2.1287 1.7751
H 6.8131 2.8636 0.7486
```

Entry 9:
A molecular structure, C8H14N3 in a non-equilibrium geometry, computed with ωB97M-V/def2-TZVPD.

Net charge: +1
Relative energy (zero: lowest compared OMol25 entry of this formula, charge and spin) in eV: 2.051
LUMO in eV: -2.7
E_HOMO in eV: -12.936
Multiplicity: 1
Molar mass in g mol⁻¹: 152.221

```
25
C8H14N3 ωB97M-V/def2-TZVPD
C -1.1475 -0.4759 1.6840
C -0.7357 -1.7197 1.3740
C 0.2054 -0.3424 -0.0507
C -0.7604 1.7986 0.7443
C -0.6700 2.3395 -0.7204
C 0.7421 0.5683 -1.6383
C -0.9821 -3.0444 1.8658
C 2.1788 0.2345 -2.0762
N -0.5817 0.3873 0.7430
N 0.0508 -1.6276 0.2576
N 0.6023 1.9507 -1.3570
H -1.5116 0.0332 2.5681
H -0.1400 2.2276 1.4436
H -1.6935 1.9277 1.2480
H -1.4198 1.8635 -1.2570
H -0.6865 3.3897 -0.6413
H 0.0152 0.2142 -2.3009
H -1.7083 -3.4443 1.2055
H -0.0300 -3.6602 1.8297
H -1.2668 -2.9204 2.8693
H 2.9513 0.5961 -1.4660
H 2.1634 0.4832 -3.0968
H 2.3351 -0.8128 -2.0193
H 0.6832 -2.3917 -0.1315
H 1.4063 2.4255 -1.0776
```